P | Molecular formula: C5H9N
Method: DFT, ωB97M-V/def2-TZVPD

Properties
- gap between HOMO and LUMO (alpha / beta) (eV) = 4.4 / 6.5
- molar mass (Da) = 83.1
- net charge = -1
- 2S+1 = 2

Last column: Löwdin spin population.
Cartesian coordinates (Å):
C  -1.685  0.185  -0.597  0.024
N  0.119  2.005  0.831  0.048
C  0.520  0.846  0.110  0.223
C  -0.309  -0.130  -0.259  0.100
C  0.160  -1.480  -0.313  0.158
C  1.477  -1.788  -0.106  0.318
H  -2.010  1.101  0.069  0.004
H  -1.873  0.461  -1.730  0.010
H  -2.233  -0.673  -0.232  0.001
H  0.495  2.897  0.754  0.003
H  0.086  1.923  1.818  0.016
H  1.636  0.932  0.286  0.021
H  -0.587  -2.344  -0.657  0.004
H  2.156  -1.328  0.630  0.034
H  2.049  -2.608  -0.604  0.034


Q | Molecular formula: C5H9N
Method: DFT, ωB97M-V/def2-TZVPD

Properties
- gap between HOMO and LUMO (alpha / beta) (eV) = 4.8 / 5.2
- molar mass (Da) = 83.1
- net charge = -1
- 2S+1 = 2

Last column: Löwdin spin population.
Cartesian coordinates (Å):
C  1.274  0.834  -1.669  0.003
N  0.383  1.103  1.285  0.017
C  0.131  -0.037  0.547  0.052
C  0.416  -0.118  -0.799  0.020
C  -1.876  -1.515  0.657  0.441
C  -0.700  -1.057  1.361  0.334
H  1.382  0.420  -2.721  0.000
H  0.576  1.699  -2.007  0.001
H  2.333  1.120  -1.505  0.000
H  1.202  1.710  1.289  0.008
H  -0.173  1.513  1.972  0.001
H  -0.205  -0.898  -1.274  0.003
H  -1.659  -1.969  -0.287  0.043
H  -2.942  -1.328  0.839  0.045
H  -0.143  -1.478  2.311  0.031


Verdict on stability: P comes out on top.


P | Molecular formula: C6H9N2O2
Method: DFT, ωB97M-V/def2-TZVPD

Properties
- gap between HOMO and LUMO (eV) = 7.9
- molar mass (Da) = 141.2
- net charge = -1

Last column: Mulliken charge in e.
Cartesian coordinates (Å):
C  1.768  -0.298  -1.524  -0.970
C  1.100  -1.271  -0.676  0.650
C  0.552  -2.868  0.643  -0.332
C  -0.128  -0.859  -0.138  -0.015
N  1.567  -2.393  -0.145  -0.720
N  -0.423  -1.807  0.857  -0.055
H  0.488  -3.915  1.022  0.369
H  1.502  0.747  -1.155  0.241
H  1.242  -0.634  -2.452  0.252
H  -1.271  -1.721  1.331  0.192
H  -0.674  0.081  -0.214  -0.150
H  2.823  -0.448  -1.531  0.340
C  -1.262  2.256  1.249  -1.108
C  -1.025  2.056  -0.207  0.867
O  -1.816  1.277  -0.788  -0.754
O  -0.141  2.673  -0.870  -0.763
H  -1.758  1.452  1.624  0.411
H  -2.156  2.928  1.253  0.277
H  -0.387  2.744  1.720  0.268


Q | Molecular formula: C6H9N2O2
Method: DFT, ωB97M-V/def2-TZVPD

Properties
- gap between HOMO and LUMO (eV) = 8.6
- molar mass (Da) = 141.2
- net charge = -1

Last column: Mulliken charge in e.
Cartesian coordinates (Å):
C  3.578  -0.216  -1.558  -1.078
C  0.105  0.287  -2.132  -0.215
C  1.309  -0.024  -0.348  -0.307
C  2.120  0.093  -1.449  0.359
N  0.031  0.126  -0.805  0.113
N  1.346  0.252  -2.570  -0.739
H  -0.801  0.148  -0.189  0.254
H  -0.757  0.394  -2.767  0.415
H  1.455  -0.129  0.716  0.402
H  3.810  -0.708  -2.505  0.306
H  3.899  -0.874  -0.754  0.298
H  4.196  0.686  -1.527  0.219
C  -3.431  0.258  2.581  -0.917
C  -2.179  -0.305  1.866  0.675
O  -2.238  -0.335  0.605  -0.859
O  -1.248  -0.692  2.594  -0.709
H  -3.149  0.688  3.537  0.295
H  -4.087  -0.593  2.781  0.214
H  -3.959  0.945  1.922  0.274


Verdict on stability: Q comes out on top.


P | Molecular formula: C4H4N2OS
Method: DFT, ωB97M-V/def2-TZVPD

Properties
- gap between HOMO and LUMO (eV) = 8.5
- molar mass (Da) = 128.2
- net charge = 0

Last column: Mulliken charge in e.
Cartesian coordinates (Å):
C  -1.199  0.324  -0.106  0.076
C  -0.479  -0.898  -0.086  0.087
C  1.640  -0.031  -0.111  0.494
C  -0.358  1.358  0.051  0.024
H  -3.031  -1.263  0.807  0.158
H  -1.017  -1.872  0.022  0.226
H  3.311  -0.698  -0.178  0.295
H  -0.471  2.523  -0.123  0.327
N  0.763  -1.056  -0.176  -0.542
N  2.852  0.124  0.097  -0.563
O  1.034  1.291  -0.111  -0.335
S  -3.044  0.198  -0.086  -0.247


Q | Molecular formula: C4H4N2OS
Method: DFT, ωB97M-V/def2-TZVPD

Properties
- gap between HOMO and LUMO (eV) = 8.7
- molar mass (Da) = 128.2
- net charge = 0

Last column: Mulliken charge in e.
Cartesian coordinates (Å):
C  1.028  0.670  0.664  -0.285
C  -0.041  1.311  0.240  -0.420
C  1.658  -0.545  0.104  -0.002
C  -0.633  -0.941  -0.631  0.335
N  1.150  -1.381  -0.592  -0.486
N  -1.410  -1.712  -0.133  -0.477
O  -2.309  1.153  -1.126  -0.573
S  -0.864  0.878  -1.333  0.351
H  1.409  0.864  1.625  0.340
H  -0.271  2.052  0.858  0.532
H  2.708  -0.741  0.300  0.379
H  -2.425  -1.607  0.023  0.305


Verdict on stability: P comes out on top.


P | Molecular formula: C4H4N2OS
Method: DFT, ωB97M-V/def2-TZVPD

Properties
- gap between HOMO and LUMO (eV) = 8.3
- SMILES = C/N=C1\N=CSC1=O
- molar mass (Da) = 128.2
- net charge = 0

Last column: Mulliken charge in e.
Cartesian coordinates (Å):
C  -1.455  -1.570  0.575  -0.711
N  -0.076  -1.162  0.379  -0.338
C  0.288  -0.070  -0.110  0.462
N  -0.374  1.072  -0.398  -0.503
C  0.415  2.124  -0.610  -0.087
S  1.985  1.881  -0.969  -0.139
C  1.889  0.199  -0.414  0.510
O  2.744  -0.604  0.023  -0.498
H  -2.363  -0.978  -0.012  0.273
H  -1.683  -1.165  1.754  0.230
H  -1.265  -2.651  0.697  0.348
H  -0.107  2.925  -0.914  0.453


Q | Molecular formula: C4H4N2OS
Method: DFT, ωB97M-V/def2-TZVPD

Properties
- gap between HOMO and LUMO (eV) = 8.6
- SMILES = [H]/N=c1\[nH]ccc(=S)o1
- molar mass (Da) = 128.2
- net charge = 0

Last column: Mulliken charge in e.
Cartesian coordinates (Å):
H  2.337  2.484  0.427  0.191
N  1.387  2.335  0.084  -0.663
C  1.008  1.139  0.124  0.550
N  1.791  0.142  0.668  -0.149
C  1.402  -1.138  0.527  -0.167
C  0.163  -1.470  0.144  -0.452
C  -0.809  -0.497  -0.182  0.347
S  -2.349  -0.659  -0.546  -0.309
O  -0.267  0.790  -0.342  -0.313
H  2.696  0.538  0.975  0.231
H  2.060  -1.885  0.973  0.337
H  -0.204  -2.467  0.161  0.397


Verdict on stability: Q comes out on top.


P | Molecular formula: C2H8N3O
Method: DFT, ωB97M-V/def2-TZVPD

Properties
- gap between HOMO and LUMO (eV) = 10.4
- molar mass (Da) = 90.1
- net charge = +1

Last column: Mulliken charge in e.
Cartesian coordinates (Å):
C  2.027  0.582  -0.154  0.097
N  1.916  1.920  0.046  -0.308
O  1.024  -0.207  0.026  -0.669
H  2.934  0.041  -0.501  0.372
H  2.633  2.595  -0.092  0.220
H  1.144  2.341  0.503  0.235
N  -0.921  -1.893  0.582  -0.257
C  -1.772  -1.036  -0.087  0.050
N  -1.624  0.222  -0.231  -0.316
H  0.033  -1.663  0.408  0.355
H  -1.309  -2.753  1.027  0.256
H  -2.771  -1.402  -0.344  0.342
H  -2.535  0.762  -0.329  0.305
H  -0.779  0.491  -0.853  0.319


Q | Molecular formula: C2H8N3O
Method: DFT, ωB97M-V/def2-TZVPD

Properties
- gap between HOMO and LUMO (eV) = 10.4
- molar mass (Da) = 90.1
- net charge = +1

Last column: Mulliken charge in e.
Cartesian coordinates (Å):
C  1.477  -0.929  0.219  -0.227
C  -0.216  0.651  0.049  0.265
N  -1.640  -1.198  -0.002  -0.569
N  -1.429  0.185  0.002  -0.055
N  0.120  1.909  0.042  -0.316
O  2.569  -0.285  -0.079  -0.379
H  1.310  -1.068  1.276  0.366
H  1.013  -1.624  -0.469  0.359
H  2.806  -0.307  -1.020  0.383
H  -2.029  -1.509  -0.891  0.259
H  -2.247  0.808  -0.022  0.210
H  -2.270  -1.475  0.748  0.270
H  1.092  2.172  0.116  0.227
H  -0.554  2.670  0.029  0.208


R | Molecular formula: C2H8N3O
Method: DFT, ωB97M-V/def2-TZVPD

Properties
- gap between HOMO and LUMO (eV) = 11.7
- SMILES = NC(N)=[NH+]CO
- molar mass (Da) = 90.1
- net charge = +1

Last column: Mulliken charge in e.
Cartesian coordinates (Å):
N  -1.048  -1.677  -0.056  -0.386
C  -0.679  -0.399  -0.259  0.765
N  -0.940  0.124  -1.417  -0.335
N  -0.121  0.253  0.784  -0.171
C  0.950  1.209  0.606  -0.368
O  2.118  0.733  1.165  -0.487
H  -1.699  -2.106  -0.734  0.245
H  -0.869  -1.978  0.899  0.215
H  -1.339  -0.404  -2.103  0.176
H  -0.786  1.103  -1.698  0.241
H  0.093  -0.464  1.507  0.267
H  0.993  1.524  -0.456  0.264
H  0.928  2.151  1.192  0.253
H  2.399  -0.069  0.572  0.319


Verdict on stability: R comes out on top.


P | Molecular formula: C4H7F
Method: DFT, ωB97M-V/def2-TZVPD

Properties
- gap between HOMO and LUMO (eV) = 11.0
- SMILES = C=CF.C=C
- molar mass (Da) = 74.1
- net charge = 0

Last column: Mulliken charge in e.
Cartesian coordinates (Å):
C  1.544  1.507  0.071  -0.641
C  1.869  0.313  0.515  0.006
F  1.485  -0.715  -0.288  -0.245
H  0.843  1.622  -0.672  0.293
H  1.947  2.304  0.579  0.278
H  2.546  0.031  1.343  0.314
C  -1.902  -0.979  -0.873  -0.468
C  -1.498  -0.689  0.344  -0.497
H  -1.658  -2.052  -1.168  0.208
H  -2.608  -0.366  -1.358  0.278
H  -2.013  0.183  0.784  0.250
H  -0.555  -1.159  0.723  0.225


Q | Molecular formula: C4H7F
Method: DFT, ωB97M-V/def2-TZVPD

Properties
- gap between HOMO and LUMO (eV) = 10.3
- SMILES = C/C=C/CF
- molar mass (Da) = 74.1
- net charge = 0

Last column: Mulliken charge in e.
Cartesian coordinates (Å):
C  0.617  0.811  -1.728  -0.951
C  0.221  -0.128  -0.631  -0.104
C  -0.141  0.228  0.647  -0.277
C  -0.506  -0.861  1.618  -0.266
F  -0.895  -0.240  2.771  -0.297
H  0.062  1.722  -1.526  0.278
H  1.712  1.000  -1.696  0.237
H  0.469  0.497  -2.780  0.301
H  -0.100  -1.177  -0.925  0.244
H  -0.561  1.187  0.981  0.322
H  0.344  -1.403  1.963  0.234
H  -1.221  -1.636  1.306  0.279


Verdict on stability: Q comes out on top.